{
  "formula": "C4H8O3",
  "method": "ωB97M-V with the def2-TZVPD basis set",
  "charge": 0,
  "homo_lumo_gap_ha": 0.4243,
  "homo_energy_ha": -0.3946,
  "total_energy_ev": -10419.8682,
  "e_lumo_ev": 0.809,
  "largest_force_ev_per_a": 0.7,
  "symbols": ["C", "C", "O", "C", "O", "C", "O", "H", "H", "H", "H", "H", "H", "H", "H"],
  "coordinates": [[-1.160, 0.194, -1.443], [0.085, -0.507, -0.916], [1.152, -0.483, -1.849], [0.682, 0.074, 0.357], [-0.334, 0.381, 1.311], [-0.073, 0.093, 2.595], [0.919, -0.436, 3.023], [-0.957, 1.246, -1.677], [-1.980, 0.140, -0.718], [-1.491, -0.293, -2.365], [-0.152, -1.559, -0.725], [1.613, 0.350, -1.685], [1.223, 1.003, 0.094], [1.395, -0.633, 0.788], [-0.923, 0.430, 3.209]]
}